No. 1
# C5H17NO3

A 3-piece molecular cluster, C5H17NO3 overall (ωB97M-V/def2-TZVPD, the Open Molecules 2025 dataset).

Values from the calculation:
**E_HOMO**: -9.53 eV
**Structure (SMILES)**: C[C@H](N)CCCO.O.O
**Charge**: 0
**Electronic energy**: -13092.538 eV
**E_LUMO**: 0.545 eV

Geometry as XYZ:
```
26
Properties=species:S:1:pos:R:3:forces:R:3:lowdin_charge:R:1
C 0.5803 -0.4700 1.5914 -0.9 -0.4 -0.2 -0.07
C 1.2008 -0.6878 0.2346 2.1 1.7 -1.3 -0.41
N 2.3122 0.3372 0.1009 -0.7 0.0 1.0 0.02
C 0.3177 -0.5712 -1.0050 -1.5 -0.5 -0.8 -0.16
C -1.1982 -0.7084 -0.7697 -0.4 0.3 0.6 -0.19
C -1.6565 -2.1266 -0.5298 -0.8 -0.9 0.3 -0.28
O -1.6131 -2.9886 -1.6661 0.6 0.3 -0.3 -0.07
H -0.2459 -1.1737 1.7139 0.1 -0.1 0.3 0.06
H 1.3000 -0.6183 2.3897 0.1 0.0 0.0 0.08
H 0.1501 0.5313 1.6910 0.2 0.0 -0.2 0.08
H 1.7756 -1.6077 0.1419 -0.7 -0.6 0.5 0.13
H 2.5140 0.7897 -0.7812 -0.1 -0.7 0.0 0.06
H 3.1174 -0.0598 0.5533 0.5 0.4 -0.3 0.06
H 0.5444 -1.3836 -1.6965 0.5 -0.1 0.0 0.10
H 0.4873 0.3062 -1.6358 0.2 0.3 0.6 0.11
H -1.4785 -0.1562 0.1260 0.0 0.2 0.2 0.09
H -1.8405 -0.2575 -1.5346 0.5 -0.1 -0.3 0.12
H -2.7058 -2.2053 -0.2227 0.0 0.6 -0.2 0.12
H -1.1695 -2.5845 0.3422 0.6 0.0 -0.3 0.11
H -0.8623 -2.7512 -2.2327 -0.3 -0.1 0.3 0.07
O -2.3477 3.0708 0.0760 0.2 -0.4 0.2 -0.07
H -1.3896 2.9774 -0.0386 -0.3 0.1 0.1 0.02
H -2.5530 2.4910 0.8272 0.1 0.3 -0.3 0.04
O 1.4251 3.5867 0.9531 -0.1 0.1 -0.1 -0.07
H 1.4888 3.4340 0.0006 0.1 -0.1 0.4 0.03
H 1.8471 2.8258 1.3712 0.0 -0.1 -0.3 0.01
```
Forces are in eV/Å.


No. 2
# C5H17NO4

A 4-piece molecular cluster, C5H17NO4 overall (ωB97M-V/def2-TZVPD, the Open Molecules 2025 dataset).

Values from the calculation:
**E_HOMO**: -9.58 eV
**Structure (SMILES)**: CC(C)N(C)C=O.O.O.O
**Charge**: 0
**Electronic energy**: -15138.716 eV
**E_LUMO**: 0.174 eV

Geometry as XYZ:
```
27
Properties=species:S:1:pos:R:3:forces:R:3:lowdin_charge:R:1
C 0.9313 0.0286 1.6511 -2.3 -0.2 -1.2 -0.03
C 0.6184 -0.6887 0.2534 2.3 -0.4 0.6 -0.29
C 0.6449 -2.2008 0.5394 2.9 1.4 3.4 -0.07
N 1.5779 -0.2043 -0.8770 -0.8 0.5 -1.0 -0.08
C 1.4772 1.1853 -1.3254 -0.7 0.4 -1.8 -0.09
C 1.8689 -0.9672 -2.0261 -0.4 -2.3 2.8 -0.28
O 1.6465 -2.1716 -1.9989 0.6 1.1 -1.8 0.00
H 0.7526 -0.7380 2.4598 1.4 0.9 -0.8 0.09
H 1.8282 0.6398 1.5464 0.2 -0.6 0.7 0.08
H 0.0875 0.7042 1.8602 0.4 0.3 -0.2 0.04
H -0.4056 -0.5665 -0.0159 -0.6 1.1 -0.7 0.09
H 1.4649 -2.5000 1.3333 -1.6 1.0 -0.9 0.12
H 1.0448 -2.7355 -0.2189 -0.2 -1.9 -2.7 0.00
H -0.3054 -2.4103 0.9491 -1.0 -0.9 0.2 0.07
H 2.1761 1.3579 -2.1824 -0.1 -0.2 1.1 0.08
H 0.5136 1.4752 -1.8321 0.3 -0.6 0.9 0.11
H 1.6659 1.9168 -0.5859 0.3 0.6 1.0 0.06
H 2.4280 -0.4371 -2.8359 -0.5 -0.3 0.4 0.14
O -2.6647 1.1828 2.2102 0.4 -4.1 -0.4 -0.12
H -2.3071 0.5342 2.9098 -0.8 1.8 -1.3 0.09
H -2.8114 0.4935 1.4412 0.1 2.2 1.7 0.07
O -3.1037 -0.2368 -0.5154 -0.3 -2.9 -2.7 -0.09
H -2.2789 -0.7022 -0.7786 0.3 1.0 0.8 0.03
H -3.6072 -0.8429 -1.1823 0.0 1.9 1.9 0.11
O -1.2027 3.1703 1.0604 1.6 2.1 -1.6 -0.05
H -0.2555 2.9874 1.1101 -0.5 -0.1 0.2 0.02
H -1.6834 2.5524 1.5571 -0.9 -1.7 1.3 -0.07
```
Forces are in eV/Å.


No. 3
# C5H18InN4O3

C5H18InN4O3 as an isolated structure (ωB97M-V/def2-TZVPD, the Open Molecules 2025 dataset).

Values from the calculation:
**E_HOMO**: -3.61 eV
**Charge**: -1
**Electronic energy**: -22753.405 eV
**E_LUMO**: 2.801 eV

Geometry as XYZ:
```
31
Properties=species:S:1:pos:R:3:forces:R:3:lowdin_charge:R:1
C 0.6582 -0.8869 0.3242 -0.1 0.7 0.1 -0.31
In 0.6830 1.3233 -0.0437 0.2 -0.1 0.0 0.44
C 2.6184 2.2628 0.7111 -0.4 0.1 0.2 -0.32
C 2.3487 2.9767 2.0096 0.0 -0.4 0.0 -0.42
O 3.2533 4.0971 2.2286 0.1 -0.1 0.0 -0.13
H -0.3764 -1.2214 0.2830 0.0 -0.1 -0.1 -0.06
H 0.9888 -1.0442 1.3549 0.2 -0.2 0.0 -0.05
H 1.2671 -1.4645 -0.3706 0.0 -0.1 0.0 -0.05
H -0.6499 2.0197 0.9540 0.1 0.0 0.0 -0.12
H 0.5605 1.7857 -1.7446 0.1 0.0 0.0 -0.13
H 3.3922 1.5036 0.8365 0.2 0.1 0.0 0.01
H 2.9458 2.9963 -0.0286 0.0 -0.1 -0.1 0.02
H 1.3173 3.3380 2.0672 0.0 0.2 -0.1 0.05
H 2.4614 2.2545 2.8307 0.0 0.1 0.1 0.09
H 2.8643 4.6255 2.9268 0.0 0.1 0.2 0.05
C -2.7621 1.3738 -3.6528 0.0 0.0 0.0 -0.68
O -1.9473 1.3634 -2.7638 -0.2 -0.1 -0.1 0.02
N -3.9383 2.0894 -3.5769 0.0 0.0 0.0 0.13
N -2.5872 0.6733 -4.8268 0.0 0.0 0.0 0.13
H -4.6258 2.1129 -4.3040 0.0 0.0 0.0 0.08
H -4.0930 2.6098 -2.7342 0.0 0.0 0.0 0.10
H -1.7393 0.1451 -4.9110 0.0 0.0 0.0 0.10
H -3.2484 0.6684 -5.5783 0.0 0.0 0.0 0.08
C -0.2329 -4.2057 1.9399 0.2 0.2 0.0 -0.69
O -0.9652 -3.6100 1.1846 -0.3 -0.3 0.0 0.04
N -0.3659 -4.1375 3.3067 -0.1 -0.1 0.0 0.14
N 0.8066 -4.9866 1.4968 -0.1 -0.2 0.0 0.14
H 0.2421 -4.6065 3.9487 0.1 0.0 0.0 0.08
H -1.0991 -3.5534 3.6607 0.0 0.1 0.0 0.10
H 0.9484 -5.0279 0.5057 0.0 0.1 0.0 0.10
H 1.4369 -5.4714 2.1047 0.0 0.1 0.0 0.08
```
Forces are in eV/Å.


No. 4
# C5H18N6

A 2-piece molecular cluster, C5H18N6 overall (ωB97M-V/def2-TZVPD, the Open Molecules 2025 dataset).

Values from the calculation:
**E_HOMO**: -17.52 eV
**Charge**: +2
**Electronic energy**: -14400.164 eV
**E_LUMO**: -6.547 eV

Geometry as XYZ:
```
29
Properties=species:S:1:pos:R:3:forces:R:3:lowdin_charge:R:1
C -0.7199 1.2723 -1.4129 2.3 -0.4 -5.8 -0.13
C 0.3805 2.4387 -1.5150 0.0 -1.4 2.8 -0.05
C -0.7159 -1.3069 -1.4083 -0.7 -0.2 -0.1 -0.34
N -0.1224 -0.1182 -1.5962 1.1 -0.6 0.7 0.01
N -2.0025 -1.4321 -0.7446 4.6 1.2 -2.2 0.20
N -0.1436 -2.4947 -1.9473 -2.2 0.8 2.8 0.15
H -1.5170 1.2685 -0.7549 -1.2 0.3 1.5 0.08
H -1.0778 1.2757 -2.5207 -0.6 0.8 2.1 0.16
H 0.5156 3.0617 -0.5405 0.0 -1.3 -1.8 0.11
H 0.0320 3.0564 -2.2764 -0.7 1.4 -1.0 0.05
H 0.8549 -0.0263 -2.0039 -2.0 -0.8 0.3 0.17
H -2.3829 -0.8601 0.0155 0.5 -0.4 -0.6 0.13
H -2.2189 -2.3730 -0.8809 -1.6 -1.5 0.5 0.08
H 0.6156 -2.5258 -2.6370 -0.7 0.1 0.5 0.13
H -0.4994 -3.3831 -1.4611 1.1 1.7 -1.5 0.16
H 1.3349 2.0566 -1.9611 -0.5 0.1 0.9 0.09
C -0.0699 1.4478 2.6625 -2.7 0.3 -3.7 -0.02
C 0.7415 -0.6762 1.5632 0.3 2.0 -0.2 -0.37
N -0.0318 -0.0567 2.5163 2.1 -0.7 1.3 0.05
N 1.2883 0.2756 0.7369 0.2 -2.2 -1.4 0.15
N 0.8921 -1.9952 1.3365 3.1 2.2 -5.2 0.22
H -0.0554 -0.4127 3.5031 -0.2 -0.4 -1.5 0.18
H 1.7753 1.0317 1.1609 0.1 0.5 0.2 0.11
H 1.4947 0.0905 -0.2560 0.2 -0.1 1.6 0.10
H 0.6459 -2.6643 1.9349 -1.8 -2.9 3.3 0.06
H 1.5607 -2.4572 0.5273 -2.1 2.3 2.8 0.23
H -1.1673 1.5586 2.7356 0.6 0.7 0.4 0.10
H 0.1910 2.1080 1.7238 -0.3 -1.8 1.9 0.11
H 0.4017 1.8404 3.5003 1.1 0.2 1.6 0.07
```
Forces are in eV/Å.


No. 5
# C5H18N6P

C5H18N6P as an isolated structure (ωB97M-V/def2-TZVPD, the Open Molecules 2025 dataset).

Values from the calculation:
**E_HOMO**: -12.43 eV
**Charge**: +1
**Electronic energy**: -23700.344 eV
**E_LUMO**: -2.675 eV

Geometry as XYZ:
```
30
Properties=species:S:1:pos:R:3:forces:R:3:lowdin_charge:R:1
C -2.4175 -0.4605 0.1625 0.8 -1.1 -0.6 -0.66
C 0.4378 1.6712 -1.5880 -0.7 -1.2 -1.3 -0.10
C -0.2217 2.5205 0.5547 -1.0 1.8 -0.7 -0.14
C 1.1331 -2.5511 -0.3938 -1.6 1.4 -1.2 -0.06
C 2.4956 -0.6313 0.1062 2.6 0.2 -2.1 -0.14
N 0.2187 -0.3038 1.9641 1.9 -2.8 -1.4 -0.02
N -3.5158 -1.1445 0.1669 -4.7 -3.7 0.2 0.17
N -2.1303 0.5994 0.7492 0.0 2.8 2.9 0.08
N 0.1764 1.4043 -0.2098 1.7 -2.1 0.5 -0.36
N 1.2441 -1.0528 -0.4612 -1.9 0.0 2.6 -0.31
N -1.3174 -0.9166 -0.5133 1.5 2.7 2.0 0.04
P 0.0113 -0.1661 0.2915 -1.2 1.3 -0.4 0.79
H -0.4060 2.2815 -1.9536 0.6 0.0 -0.2 0.10
H 1.4209 2.1071 -1.7607 -0.1 0.3 0.0 0.09
H 0.3931 0.6971 -2.1228 0.1 0.8 0.0 0.08
H 0.4281 3.3968 0.3553 -0.2 -0.5 -0.1 0.11
H -1.2816 2.8029 0.2652 1.1 -0.1 0.7 0.10
H -0.0999 2.3062 1.5832 -0.3 -0.1 1.2 0.06
H 1.9900 -2.7312 -1.0090 0.1 -1.5 -0.4 0.09
H 1.1726 -3.0687 0.5845 0.1 0.6 -0.3 0.10
H 0.1477 -2.7259 -0.9137 1.6 -0.9 0.4 0.08
H 2.4069 0.0565 0.8915 -0.1 0.9 1.2 0.05
H 3.0811 -1.4917 0.4431 0.0 0.2 0.0 0.10
H 3.0788 -0.1073 -0.6978 -0.2 -0.5 0.7 0.11
H -0.2918 -0.0423 2.7831 -0.7 0.4 -0.3 0.07
H -4.4070 -0.7436 0.5352 1.5 -0.3 -0.4 0.15
H -3.5952 -2.2108 0.0565 0.6 2.6 -0.1 0.17
H -2.6921 0.9204 1.5545 0.0 -0.3 -1.1 0.12
H 0.8411 -1.1530 2.1886 -1.2 1.9 -0.4 0.11
H -1.1872 -1.7642 -0.9130 -0.3 -2.9 -1.6 0.04
```
Forces are in eV/Å.


No. 6
# C5H18NO2

A 3-piece molecular cluster, C5H18NO2 overall (ωB97M-V/def2-TZVPD, the Open Molecules 2025 dataset).

Values from the calculation:
**E_HOMO**: -14.92 eV
**Charge**: +1
**Electronic energy**: -11056.461 eV
**E_LUMO**: -2.803 eV

Geometry as XYZ:
```
26
Properties=species:S:1:pos:R:3:forces:R:3:lowdin_charge:R:1
C 1.9260 -1.1912 -0.5004 0.1 0.4 0.1 -0.03
C 0.5798 -1.1181 0.2167 0.4 -0.1 -0.7 -0.33
C -0.4878 -0.5045 -0.6829 -0.2 1.0 1.3 -0.17
C -1.8677 -0.3217 0.0065 0.6 -0.2 -0.8 -0.22
C -2.7802 -1.5311 -0.2012 -0.2 -0.3 0.8 -0.08
N 0.7475 -0.3563 1.5141 -0.3 -0.7 -0.6 0.21
H 2.6202 -1.9623 -0.1859 -0.2 -0.4 0.3 0.09
H 1.7128 -1.3457 -1.5527 0.2 0.1 -0.2 0.09
H 2.4836 -0.2583 -0.3652 -0.2 0.1 -0.3 0.09
H 0.2514 -2.1051 0.5020 -0.1 -0.4 0.2 0.15
H -0.5839 -1.1477 -1.5277 -0.1 -0.5 -0.7 0.11
H -0.1613 0.4695 -1.0578 0.3 -0.1 0.0 0.10
H -2.2577 0.6005 -0.4070 -0.5 0.0 0.0 0.11
H -1.7291 -0.1256 1.0694 -0.1 0.1 0.1 0.09
H -3.6688 -1.3752 -0.8057 0.0 0.3 0.0 0.08
H -3.0991 -1.9321 0.7635 -0.3 0.1 -0.1 0.08
H -2.2555 -2.3598 -0.6447 0.4 -0.3 -0.4 0.06
H -0.0902 -0.5116 2.0715 0.1 0.2 0.3 0.15
H 1.5580 -0.7442 1.9908 0.0 0.2 0.3 0.17
H 0.8601 0.6619 1.3544 0.1 0.3 0.2 0.10
H 1.1742 3.1946 1.7029 0.0 -0.4 0.4 0.08
H 0.6467 2.6673 0.4005 0.2 -0.5 0.4 0.02
O 0.7344 2.4086 1.3472 0.0 0.6 -0.7 -0.06
H 0.6997 3.5521 -1.6793 0.1 -0.2 -0.1 0.08
H 1.8762 2.6083 -1.9506 0.0 0.0 0.1 0.07
O 1.1107 2.7277 -1.3783 -0.3 0.4 -0.2 -0.05
```
Forces are in eV/Å.


No. 7
# C5H18NO2

A 3-piece molecular cluster, C5H18NO2 overall (ωB97M-V/def2-TZVPD, the Open Molecules 2025 dataset).

Values from the calculation:
**E_HOMO**: -14.76 eV
**Charge**: +1
**Electronic energy**: -11053.402 eV
**E_LUMO**: -3.095 eV

Geometry as XYZ:
```
26
Properties=species:S:1:pos:R:3:forces:R:3:lowdin_charge:R:1
C -1.4441 0.5949 -1.7529 -1.9 4.6 0.0 -0.07
C -0.6193 0.5404 -0.4854 0.6 -1.2 0.5 -0.30
C 0.6944 -0.1442 -0.9700 -0.2 -0.6 0.3 -0.20
C 1.7472 -0.0525 0.0722 3.7 -0.4 -0.5 -0.29
C 2.4430 1.3225 0.2210 -1.0 2.0 -3.3 -0.10
N -1.4256 -0.5139 0.2892 -2.7 2.4 -3.2 0.10
H -2.4179 1.1303 -1.5027 1.1 -0.1 -0.6 0.12
H -0.9963 1.0454 -2.6687 -0.1 0.1 1.1 0.12
H -1.8382 -0.2956 -2.1145 -0.1 -2.4 -0.3 0.06
H -0.4075 1.4162 0.2985 -0.8 -1.5 -2.5 0.19
H 0.9726 0.4674 -1.8201 0.3 -0.2 -0.3 0.11
H 0.6049 -1.2437 -1.2965 -0.5 1.8 0.3 0.14
H 2.6084 -0.8268 -0.0415 -1.5 1.2 -0.4 0.15
H 1.3849 -0.3496 1.0084 -0.9 -0.4 1.7 0.06
H 3.4598 1.2030 0.4865 0.8 0.0 1.2 0.04
H 1.8495 2.0845 0.8300 1.1 -1.0 -0.7 0.08
H 2.6841 1.8607 -0.8988 -1.3 -1.5 2.8 0.15
H -1.6301 -1.1684 -0.5627 0.6 0.7 3.1 0.15
H -0.8899 -0.8534 1.0543 -0.1 -0.5 0.8 0.09
H -2.3943 -0.1587 0.5562 1.9 -0.2 0.2 0.19
H 0.1702 0.9263 2.8342 -4.0 -0.6 0.2 0.13
H -1.4676 1.2064 3.3076 1.9 -1.0 -1.0 0.10
O -0.8542 0.6327 2.7359 2.2 1.7 0.9 -0.14
H -0.3379 -3.2460 -0.4252 0.9 -1.2 -0.9 0.06
H -0.8896 -2.8767 0.9010 -0.4 -0.1 -0.6 0.10
O -1.0065 -2.7009 -0.0562 0.2 -1.8 1.3 -0.04
```
Forces are in eV/Å.


No. 8
# C5H18NO2

A 3-piece molecular cluster, C5H18NO2 overall (ωB97M-V/def2-TZVPD, the Open Molecules 2025 dataset).

Values from the calculation:
**E_HOMO**: -14.23 eV
**Charge**: +1
**Electronic energy**: -11054.903 eV
**E_LUMO**: -3.277 eV

Geometry as XYZ:
```
26
Properties=species:S:1:pos:R:3:forces:R:3:lowdin_charge:R:1
C 0.7154 1.2109 -0.9366 0.1 2.8 -0.4 -0.16
C -0.7515 1.7179 -1.1935 1.5 -1.3 -0.4 -0.17
C -1.9393 0.6919 -1.2486 0.2 1.1 -1.9 -0.20
C -2.1103 -0.4537 -0.2333 0.2 0.2 0.1 -0.25
C -2.3877 0.1826 1.1448 0.2 -2.8 0.8 -0.09
N 1.0787 0.4126 0.2495 -1.0 -2.1 0.2 0.11
H 1.2331 2.1759 -0.6835 0.0 -0.8 -1.0 0.13
H 1.1554 0.7819 -1.8607 -0.2 -0.1 0.9 0.14
H -0.9419 2.5879 -0.5796 -0.2 -0.2 0.7 0.10
H -0.6374 2.2061 -2.2010 -0.3 -0.7 0.7 0.13
H -2.6705 1.5000 -1.2067 -1.2 -0.9 0.3 0.10
H -1.9811 0.3842 -2.3164 0.0 -0.4 0.7 0.12
H -2.7863 -1.3271 -0.4481 -0.3 1.7 -0.4 0.13
H -1.2148 -1.0673 -0.2491 0.7 0.2 0.3 0.06
H -3.1215 0.9581 1.0174 0.1 0.6 0.3 0.07
H -1.4521 0.4326 1.6772 -0.5 0.6 -0.3 0.06
H -2.8297 -0.6104 1.8202 0.3 0.9 -0.6 0.09
H 0.5508 -0.5652 0.3971 1.4 1.7 -0.4 0.11
H 2.0877 0.1401 0.1845 -1.1 0.1 0.3 0.11
H 0.8865 0.8648 1.1484 0.2 0.3 -0.4 0.16
H 3.7108 -2.0706 0.7330 0.7 0.1 0.1 0.07
H 4.0639 -0.5031 0.8265 0.0 -1.2 -0.1 0.09
O 3.4796 -1.1872 0.4340 -0.1 1.0 0.2 -0.05
H 1.7452 -1.9575 1.4192 0.0 -0.3 -0.2 0.05
H 0.4771 -2.6658 0.7708 0.3 -0.3 0.2 0.10
O 0.8127 -1.8740 1.2015 -0.8 -0.4 0.3 -0.02
```
Forces are in eV/Å.


No. 9
# C5H18NO2

A 3-piece molecular cluster, C5H18NO2 overall (ωB97M-V/def2-TZVPD, the Open Molecules 2025 dataset).

Values from the calculation:
**E_HOMO (alpha / beta)**: -18.86 / -18.86 eV
**Multiplicity**: 2
**Charge**: +2
**Electronic energy**: -11041.970 eV
**E_LUMO (alpha / beta)**: -6.208 / -13.966 eV

Geometry as XYZ:
```
26
Properties=species:S:1:pos:R:3:forces:R:3:lowdin_charge:R:1
C -0.2432 0.6036 -0.8277 -2.6 0.5 0.2 -0.12
C -0.3843 -0.7061 -0.0512 2.9 1.6 0.2 -0.22
C 1.0349 -1.3940 0.0088 -1.3 -1.1 0.8 0.02
C -1.3236 -1.6803 -0.9120 -0.9 -3.2 -1.1 -0.11
C -1.5220 -2.9843 -0.2463 1.1 -0.1 0.8 0.00
N 0.2169 1.6805 0.1012 0.3 1.7 -1.1 0.17
H 0.3395 0.6743 -1.7393 0.5 -0.8 0.1 0.15
H -1.2918 0.8127 -1.1837 1.0 0.6 0.4 0.16
H -0.7832 -0.4853 0.9412 -0.2 -0.3 -0.1 0.15
H 1.0187 -2.1967 0.7642 0.0 -0.1 -0.7 0.11
H 1.7286 -0.6791 0.4455 0.0 0.7 -0.1 0.11
H 1.3994 -1.7066 -0.9716 0.0 -0.1 0.2 0.12
H -0.8415 -1.8614 -1.8652 0.3 0.4 -0.2 0.14
H -2.3225 -1.2560 -1.0958 0.2 1.2 0.5 0.17
H -1.6035 -2.9710 0.8715 -0.5 0.1 -0.3 0.16
H -0.8088 -3.7761 -0.4652 0.1 0.2 -0.3 0.12
H -2.5483 -3.3566 -0.4909 -0.4 0.2 0.1 0.18
H -0.4987 2.1274 0.6815 -0.1 -0.5 0.1 0.17
H 0.6476 2.5088 -0.4599 -0.2 -0.5 0.1 0.13
H 0.9770 1.4254 0.7282 -0.2 -0.5 0.3 0.13
H 1.6934 3.6858 -2.1146 0.2 0.3 0.0 0.09
H 2.3954 3.9445 -0.7340 0.1 0.2 -0.3 0.09
O 1.5506 3.7563 -1.1631 -0.4 -0.6 0.3 -0.01
H 1.0855 1.6713 3.4026 -0.6 -0.4 0.0 0.08
H -0.3420 1.0035 3.4809 0.8 0.3 -0.2 0.08
O 0.4261 1.1595 2.8949 -0.2 0.2 0.1 -0.06
```
Forces are in eV/Å.


Number 1: largest force on an atom 0.058 Eh/bohr. Number 2: largest force on an atom 0.091 Eh/bohr. Number 3: largest force on an atom 0.014 Eh/bohr. Number 4: largest force on an atom 0.125 Eh/bohr. Number 5: largest force on an atom 0.117 Eh/bohr. Number 6: largest force on an atom 0.033 Eh/bohr. Number 7: largest force on an atom 0.097 Eh/bohr. Number 8: largest force on an atom 0.057 Eh/bohr. Number 9: largest force on an atom 0.069 Eh/bohr.